{
  "formula": "C12H25BN2O4",
  "method": "ωB97M-V/def2-TZVPD",
  "orbital_gap_ev": 9.99,
  "total_energy_ha": -907.63945,
  "charge": 0,
  "e_above_lowest_kj_mol": 188.6,
  "smiles": "CC(C)CC(=O)NCC(=O)N[C@@H](CC(C)C)B(O)O",
  "fmax_ev_per_a": 4.3,
  "spin_multiplicity": 1,
  "elements": ["O", "O", "O", "O", "B", "C", "C", "N", "N", "C", "C", "C", "C", "C", "C", "C", "C", "C", "C", "H", "H", "H", "H", "H", "H", "H", "H", "H", "H", "H", "H", "H", "H", "H", "H", "H", "H", "H", "H", "H", "H", "H", "H", "H"],
  "positions_angstrom": [[-0.035385, -1.325958, 1.192559], [-1.231850, 3.375969, 1.623939], [2.336570, -1.861592, -0.445988], [1.818754, -3.374444, -2.329390], [1.435141, -2.555570, -1.297845], [-0.467972, -0.546881, 0.399003], [-0.067764, 3.082381, 1.470071], [0.191846, 1.768408, 1.054576], [-0.649664, -0.999056, -0.910308], [-0.873860, 0.818932, 0.954857], [2.012540, 5.976772, 3.078522], [-0.535096, 5.862035, 2.711550], [-1.008814, -5.480699, -1.306767], [-1.443758, -5.058840, -3.844379], [0.980211, 4.093806, 1.737210], [0.773688, 5.106940, 2.862621], [-0.787516, -4.558677, -2.527536], [-1.025752, -3.078808, -2.347568], [-0.229931, -2.406864, -1.216897], [1.670132, -1.541679, 0.183348], [2.729832, -3.401572, -2.787113], [0.957620, 1.182362, 1.544230], [-1.292613, -0.519744, -1.561612], [-1.326575, 0.479795, 1.883738], [-1.624015, 1.300401, 0.323097], [1.888741, 6.851952, 3.702019], [2.374455, 6.424610, 2.157179], [2.873502, 5.399436, 3.419588], [-0.876418, 6.478575, 3.552941], [-0.336433, 6.573147, 1.865555], [-1.268714, 5.143698, 2.486673], [-0.487611, -5.051199, -0.434879], [-0.481383, -6.418873, -1.488183], [-2.120221, -5.674695, -1.039996], [-0.991514, -4.643932, -4.716296], [-1.312299, -6.117056, -3.961099], [-2.494013, -5.027617, -3.918535], [1.981487, 3.567225, 1.733661], [1.124243, 4.630579, 0.866765], [0.741529, 4.507574, 3.799550], [0.328082, -4.625467, -2.680532], [-2.107639, -2.872249, -2.305013], [-0.658658, -2.575206, -3.259129], [-0.482902, -2.907917, -0.224186]],
  "forces_ev_per_angstrom": [[1.9, -1.6, 2.2], [-0.9, 0.0, -0.5], [-2.2, -1.3, -1.4], [2.4, 0.3, -1.2], [0.3, 0.8, -0.4], [-1.2, 0.6, -2.8], [-1.5, -1.2, 0.8], [3.5, -1.9, 1.6], [-0.3, 1.0, 0.0], [-1.9, 0.2, -1.8], [0.6, 0.1, -1.0], [1.3, 1.8, -0.6], [-1.3, 0.4, 0.3], [1.0, -0.7, 1.2], [2.5, -1.5, 0.6], [0.3, -1.0, 2.3], [1.4, -1.0, -0.6], [0.2, 1.4, -0.3], [0.2, -0.6, 2.5], [0.5, 0.4, 0.7], [-2.0, 0.3, 1.8], [-0.8, 2.3, -1.1], [0.9, -0.3, 0.7], [-0.1, 0.7, 0.4], [-0.3, -0.3, 0.2], [-0.4, -0.1, 0.6], [-0.1, 0.0, -0.6], [-0.2, -0.1, 0.3], [0.6, -0.3, 0.1], [-0.7, -0.5, 0.4], [-1.1, -0.3, -0.5], [-0.5, -0.1, -0.1], [-0.4, -0.2, -0.1], [1.8, 0.3, -0.4], [0.2, 0.7, -0.6], [0.6, -0.8, 0.2], [-1.5, 0.9, 0.2], [-0.8, 0.4, 0.8], [-0.2, 1.4, -2.3], [-0.4, 0.2, -0.3], [-1.4, -0.2, -0.1], [0.2, 0.1, 0.4], [-0.3, -0.3, -0.1], [0.2, 0.2, -1.2]],
  "lowdin_charge": [0.060, 0.064, 0.137, 0.118, -0.514, -0.464, -0.445, 0.056, 0.099, -0.132, -0.085, -0.065, -0.064, -0.065, -0.102, -0.420, -0.426, -0.162, -0.178, 0.050, 0.169, 0.182, 0.154, 0.134, 0.125, 0.074, 0.072, 0.076, 0.084, 0.103, 0.033, 0.066, 0.071, 0.108, 0.067, 0.064, 0.058, 0.144, 0.103, 0.141, 0.120, 0.127, 0.125, 0.140]
}

{
  "formula": "C14H37N2O2PSi",
  "method": "ωB97M-V/def2-TZVPD",
  "orbital_gap_ev": 8.02,
  "total_energy_ha": -1446.35286,
  "charge": 0,
  "e_above_lowest_kj_mol": 0.0,
  "smiles": "C=C[SiH2]P(O)O.CCN(CC)CC.CCN(CC)CC",
  "fmax_ev_per_a": 1.9,
  "spin_multiplicity": 1,
  "elements": ["C", "C", "Si", "P", "O", "O", "H", "H", "H", "H", "H", "H", "H", "C", "C", "N", "C", "C", "C", "C", "H", "H", "H", "H", "H", "H", "H", "H", "H", "H", "H", "H", "H", "H", "H", "C", "C", "N", "C", "C", "C", "C", "H", "H", "H", "H", "H", "H", "H", "H", "H", "H", "H", "H", "H", "H", "H"],
  "positions_angstrom": [[-2.645486, -3.589463, -3.677095], [-2.370985, -2.304662, -3.969746], [-3.720118, -1.010066, -3.748450], [-5.440655, -1.712169, -5.045109], [-4.772752, -2.579002, -6.261680], [-6.099900, -2.899995, -4.067918], [-2.534539, -4.349746, -4.446510], [-3.012814, -3.906366, -2.707997], [-1.388782, -2.065833, -4.367872], [-3.234292, 0.317205, -4.176700], [-4.234453, -0.945481, -2.358017], [-3.820794, -2.712510, -6.130471], [-6.456105, -2.488045, -3.266420], [-1.242409, -2.685684, 0.133054], [-0.930600, -1.863253, 1.375555], [-1.103293, -0.436805, 1.179283], [-0.557402, 0.361720, 2.263126], [-1.194182, 0.228775, 3.651876], [-2.403819, -0.024206, 0.684313], [-3.639881, -0.392917, 1.515502], [-0.643244, -2.355118, -0.716636], [-1.012781, -3.735725, 0.320350], [-2.296892, -2.628290, -0.143164], [0.115129, -2.045146, 1.637957], [-1.532759, -2.247610, 2.213862], [-0.575023, 1.415353, 1.968623], [0.505322, 0.112134, 2.353277], [-2.152545, 0.742930, 3.712139], [-0.540794, 0.690179, 4.395440], [-1.339398, -0.811506, 3.943894], [-2.532546, -0.442042, -0.317453], [-2.396092, 1.057517, 0.526903], [-3.599259, -1.417961, 1.886717], [-4.536571, -0.305631, 0.897661], [-3.776020, 0.273307, 2.365802], [2.709879, 0.795409, -0.862075], [2.770831, 1.898741, 0.183511], [3.610537, 1.579148, 1.322150], [3.453353, 2.508816, 2.427305], [3.875872, 3.967263, 2.212297], [4.976755, 1.196382, 1.011267], [5.846015, 2.194054, 0.234641], [2.380887, -0.145581, -0.418663], [1.997583, 1.067950, -1.641729], [3.674601, 0.634273, -1.345741], [1.750485, 2.055852, 0.544844], [3.074864, 2.835172, -0.310426], [3.985033, 2.112061, 3.296726], [2.396341, 2.502049, 2.714086], [4.958618, 4.083741, 2.224291], [3.482492, 4.582319, 3.024512], [3.493261, 4.376241, 1.276979], [4.945830, 0.261386, 0.446189], [5.483690, 0.932435, 1.942921], [5.306904, 2.656278, -0.593438], [6.709722, 1.676495, -0.188015], [6.233183, 2.985626, 0.874273]],
  "forces_ev_per_angstrom": [[0.1, -0.3, -0.4], [0.0, 0.7, 1.4], [1.3, -0.4, 0.8], [-1.4, 0.7, -0.4], [0.5, 0.1, 0.5], [0.7, 0.0, 0.0], [1.4, -0.5, 0.6], [-1.5, 0.1, -0.4], [-0.5, -0.1, -1.8], [-0.1, 0.1, 0.0], [-0.2, 0.0, 0.0], [-0.2, -0.3, 0.0], [-0.1, -0.1, -0.2], [0.0, 0.0, 0.0], [-0.1, -0.2, -0.1], [0.1, 0.2, 0.0], [0.2, 0.1, 0.1], [0.0, 0.1, 0.0], [-0.2, -0.1, -0.2], [-0.1, 0.1, 0.0], [0.0, 0.1, 0.0], [0.0, 0.0, 0.0], [0.0, 0.0, 0.0], [0.0, 0.1, 0.1], [0.0, 0.0, 0.0], [-0.1, 0.0, -0.1], [0.0, -0.1, -0.1], [0.0, -0.1, 0.0], [0.0, 0.0, 0.0], [0.0, 0.0, 0.0], [0.1, -0.1, 0.0], [0.2, 0.0, 0.1], [0.0, 0.0, 0.0], [0.0, 0.0, 0.0], [0.0, -0.1, 0.1], [0.1, 0.0, 0.0], [-0.1, 0.0, -0.2], [0.0, 0.0, 0.2], [-0.2, 0.1, 0.2], [0.1, 0.0, 0.1], [0.2, -0.2, -0.2], [0.1, 0.0, 0.0], [0.0, 0.0, 0.0], [0.0, 0.0, 0.0], [0.0, 0.0, 0.0], [0.1, 0.1, 0.2], [0.0, 0.0, 0.0], [0.1, -0.1, -0.1], [0.0, 0.0, -0.1], [0.0, 0.0, -0.1], [0.0, 0.0, 0.0], [0.0, 0.0, 0.0], [-0.1, 0.0, 0.0], [-0.1, 0.1, 0.1], [0.0, 0.0, 0.0], [0.0, 0.0, 0.0], [-0.1, 0.1, 0.0]],
  "lowdin_charge": [-0.081, -0.374, 0.498, 0.615, -0.349, -0.376, 0.061, 0.054, 0.051, -0.075, -0.068, 0.023, 0.034, -0.092, -0.273, -0.195, -0.257, -0.083, -0.249, -0.081, 0.076, 0.074, 0.059, 0.118, 0.101, 0.108, 0.106, 0.055, 0.070, 0.067, 0.079, 0.116, 0.067, 0.067, 0.054, -0.087, -0.276, -0.198, -0.252, -0.086, -0.248, -0.084, 0.075, 0.073, 0.064, 0.108, 0.101, 0.111, 0.102, 0.055, 0.070, 0.066, 0.100, 0.114, 0.067, 0.071, 0.053]
}

{
  "formula": "C3H5Cl2O4S",
  "method": "ωB97M-V/def2-TZVPD",
  "orbital_gap_ev": 9.13,
  "total_energy_ha": -1736.86527,
  "charge": -1,
  "e_above_lowest_kj_mol": 178.5,
  "fmax_ev_per_a": 5.9,
  "spin_multiplicity": 1,
  "elements": ["C", "C", "C", "O", "O", "O", "O", "S", "Cl", "Cl", "H", "H", "H", "H", "H"],
  "positions_angstrom": [[-0.524319, -2.016521, 0.516685], [-0.047241, -0.832913, -0.276941], [-0.368164, 0.505364, 0.149631], [0.219066, 1.179498, -2.306332], [-0.469521, 2.939362, -0.801940], [1.784891, 1.875098, -0.489381], [0.606020, 0.890853, 1.624058], [0.390273, 1.787188, -0.984775], [1.654566, -0.951518, -0.488251], [-1.976493, 0.874207, 0.546632], [-0.308146, -1.831745, 1.669795], [-0.006291, -2.964677, 0.391664], [-1.643145, -2.093624, 0.627069], [-0.459434, -0.883986, -1.302015], [1.147936, 1.523413, 1.124102]],
  "forces_ev_per_angstrom": [[-1.2, 0.4, 4.6], [-1.0, -2.2, -1.5], [3.1, 3.3, 3.9], [0.5, 0.1, 0.6], [0.7, 0.2, 0.3], [-1.5, 0.7, -0.8], [-2.9, -1.2, -2.9], [-0.2, -0.1, -0.9], [1.9, -0.9, -0.2], [-0.8, -0.3, 0.2], [0.0, 0.0, -2.1], [-0.3, 0.1, -0.9], [1.0, -0.2, -0.9], [0.1, 0.0, 0.3], [0.5, 0.0, 0.4]],
  "lowdin_charge": [-0.159, -0.871, -0.848, -0.372, -0.380, -0.408, -0.194, 0.396, 0.753, 0.759, 0.117, 0.054, 0.073, 0.109, -0.029]
}

{
  "formula": "C22H24ClN3O4S2",
  "method": "ωB97M-V/def2-TZVPD",
  "orbital_gap_ev": 9.25,
  "total_energy_ha": -2574.58622,
  "charge": 0,
  "e_above_lowest_kj_mol": 36.7,
  "smiles": "O=C(CN1C(=O)CCSc2ccc(S(=O)(=O)N3CCCC3)cc21)NCc1ccccc1Cl",
  "fmax_ev_per_a": 1.2,
  "spin_multiplicity": 1,
  "elements": ["O", "C", "N", "H", "C", "C", "C", "C", "C", "C", "C", "Cl", "H", "H", "H", "H", "H", "H", "C", "N", "C", "O", "C", "C", "H", "H", "S", "C", "C", "C", "C", "C", "C", "H", "S", "O", "O", "N", "C", "H", "C", "H", "H", "C", "H", "H", "C", "H", "H", "H", "H", "H", "H", "H", "H", "H"],
  "positions_angstrom": [[-0.466976, -1.566970, -1.889784], [-1.180445, -0.597979, -2.053931], [-2.522446, -0.631679, -2.022593], [-3.021860, 0.249562, -1.999819], [-3.256193, -1.803450, -1.584968], [-4.161204, -1.451142, -0.436241], [-5.541950, -1.473287, -0.587670], [-6.384107, -1.109659, 0.447645], [-5.853167, -0.705425, 1.660156], [-4.481492, -0.672451, 1.836004], [-3.650184, -1.043817, 0.793148], [-1.939405, -1.004883, 1.047598], [-4.053053, -0.363258, 2.776644], [-6.502972, -0.414967, 2.471152], [-7.453474, -1.136884, 0.305933], [-5.957643, -1.782962, -1.535122], [-3.848229, -2.197605, -2.417314], [-2.512721, -2.553332, -1.294029], [-0.612115, 0.811357, -2.287099], [-0.378103, 1.442411, -0.993125], [-1.469532, 1.872371, -0.303424], [-2.578037, 1.880995, -0.807575], [-1.231408, 2.304683, 1.128894], [-0.840303, 3.768491, 1.193664], [-1.638617, 4.404010, 0.812081], [-0.597008, 4.065728, 2.214722], [0.616298, 4.140020, 0.140189], [1.480805, 2.585479, 0.118078], [2.792242, 2.571710, 0.575934], [3.575882, 1.441228, 0.427268], [3.039250, 0.329739, -0.193664], [1.737896, 0.320483, -0.651345], [0.933369, 1.446449, -0.486659], [1.358740, -0.553054, -1.158867], [4.096465, -1.105287, -0.490019], [3.824252, -1.578548, -1.811856], [5.432924, -0.714650, -0.149933], [3.669475, -2.311307, 0.570622], [2.369107, -2.923909, 0.392695], [2.033303, -2.761416, -0.629356], [1.443559, -2.304983, 1.459798], [0.897467, -3.084736, 1.987885], [0.715750, -1.638556, 1.002516], [2.381868, -1.538352, 2.407260], [2.265592, -0.461285, 2.278680], [2.196942, -1.777790, 3.452698], [3.788808, -1.973400, 1.970790], [4.549872, -1.204092, 2.086252], [4.102463, -2.869552, 2.514535], [2.478760, -4.000446, 0.553203], [4.602773, 1.414191, 0.753575], [3.194365, 3.468292, 1.021205], [-2.169264, 2.167934, 1.671858], [-0.460938, 1.681470, 1.588135], [0.332175, 0.747572, -2.827009], [-1.323388, 1.426125, -2.844315]],
  "forces_ev_per_angstrom": [[0.3, -0.4, 0.1], [0.0, 0.5, -0.4], [-0.5, -0.1, -0.1], [0.3, 0.0, 0.0], [0.1, -0.2, -0.1], [0.0, 0.0, 0.0], [0.1, 0.0, 0.0], [-0.1, 0.0, 0.0], [0.0, 0.0, 0.0], [0.1, 0.0, 0.0], [-0.3, 0.0, 0.0], [0.2, -0.1, 0.2], [0.1, 0.0, 0.1], [-0.1, 0.0, 0.1], [-0.1, 0.0, 0.0], [0.0, 0.0, -0.1], [0.0, -0.1, 0.2], [-0.1, 0.1, -0.1], [-0.2, -0.1, -0.1], [0.1, -0.2, -0.4], [0.1, 0.1, 0.5], [-0.2, 0.2, 0.0], [-0.2, 0.1, 0.0], [0.5, 0.2, 0.0], [0.0, 0.0, 0.0], [-0.2, -0.1, 0.0], [-0.1, -0.1, 0.0], [-0.3, 0.4, 0.0], [0.0, -0.2, 0.0], [0.2, 0.0, 0.0], [0.4, -0.3, -0.1], [-0.2, 0.0, 0.0], [0.6, -0.1, 0.3], [-0.2, -0.1, -0.1], [0.3, -0.1, -0.1], [-0.4, 0.0, 0.0], [-0.1, 0.2, 0.3], [0.5, 0.7, -0.8], [-0.6, -0.3, -0.3], [-0.1, -0.2, 0.0], [0.0, -0.1, 0.0], [-0.1, 0.0, 0.0], [0.0, 0.0, 0.0], [0.0, 0.0, 0.1], [0.0, 0.0, 0.0], [0.0, 0.1, 0.0], [0.1, 0.3, 0.7], [0.0, -0.1, 0.2], [0.0, 0.1, 0.0], [0.0, 0.1, -0.1], [0.1, 0.1, 0.0], [0.0, 0.1, 0.1], [0.1, -0.1, -0.1], [-0.1, 0.1, 0.0], [-0.1, 0.0, 0.0], [0.1, -0.1, 0.0]],
  "lowdin_charge": [0.042, -0.495, 0.076, 0.127, -0.133, -0.224, -0.033, -0.077, -0.079, -0.100, -0.566, 0.832, 0.104, 0.105, 0.104, 0.113, 0.126, 0.122, -0.015, 0.014, -0.490, 0.059, -0.175, -0.425, 0.081, 0.076, 0.966, -0.452, -0.077, -0.049, -0.241, 0.014, -0.206, 0.100, 0.669, -0.266, -0.285, -0.231, -0.175, 0.107, -0.158, 0.108, 0.045, -0.150, 0.095, 0.108, -0.187, 0.113, 0.128, 0.125, 0.115, 0.105, 0.123, 0.108, 0.144, 0.135]
}